Record 1
The following is a DFT calculation (the ωB97M-V functional and the def2-TZVPD basis) of 5 unconnected molecules or ions with the total composition C6H15N3O in a non-equilibrium geometry.

The energy above the lowest of the compared OMol25 structures with the same formula, charge and spin comes out at 107.5 kcal/mol. The total charge is 0. The value obtained for the highest occupied orbital energy is -9.2 eV. Its LUMO energy is 0.02684 hartree. Its orbital gap is 9.9 eV.

Cartesian coordinates (Å):
C (-2.57868, 1.32819, 1.63453)
N (-0.22877, -0.28421, 1.93528)
H (2.02396, -2.57247, -0.35385)
C (1.64148, -0.60325, -1.21068)
N (2.11271, 0.58887, -0.77526)
H (1.03352, 1.95651, -1.91571)
H (-1.60719, 0.21001, -1.34402)
H (2.83934, -2.31852, -1.82804)
C (-2.16356, 0.24299, -0.41086)
H (0.47462, 1.79245, -0.24735)
H (-1.84707, -1.25370, -0.06851)
N (-1.69752, 1.01905, 0.52896)
H (-3.22314, -0.04330, -0.43847)
H (3.45238, -1.52163, -0.39823)
H (-1.97877, 1.49165, 2.52798)
H (-1.13675, -1.64157, 0.33457)
H (-3.09178, 2.26724, 1.40368)
C (1.35922, 1.82647, -0.88509)
H (1.98862, 2.66164, -0.57584)
C (-0.18616, -1.37768, 1.50169)
C (2.53297, -1.79390, -0.92279)
H (-3.33300, 0.55402, 1.83404)
H (2.89186, 0.58197, -0.13678)
O (0.62104, -0.71434, -1.87603)
H (0.10067, -2.39649, 1.68677)

Cartesian forces, eV/Å:
C -0.04 0.05 0.04
N 0.25 -1.22 -0.72
H -0.22 0.26 0.19
C 0.14 -0.08 -0.59
N 0.24 -0.04 0.33
H 0.05 0.09 -0.01
H 0.07 -0.27 0.08
H -0.16 0.37 -0.27
C 0.10 1.94 0.57
H -0.06 0.03 -0.01
H 1.55 -1.20 0.74
N -0.52 -0.66 -1.12
H 0.06 -0.15 0.13
H -0.14 0.01 0.07
H -0.07 -0.06 0.03
H -1.74 0.46 -1.17
H -0.02 -0.06 0.03
C -0.26 -0.16 0.04
H 0.01 -0.11 -0.14
C 0.31 1.20 1.71
C 0.46 -0.38 0.22
H 0.05 0.04 -0.03
H -0.10 -0.08 -0.11
O 0.01 0.07 0.28
H 0.02 -0.04 -0.32

=====

Record 2
The following is a DFT calculation (the ωB97M-V functional and the def2-TZVPD basis) of 2 unconnected molecules or ions with the total composition C6H15N3O2 in a non-equilibrium geometry.

The energy above the lowest of the compared OMol25 structures with the same formula, charge and spin comes out at 27.1 kcal/mol. The total charge is 0. The value obtained for the highest occupied orbital energy is -9.4 eV. Its LUMO energy is 0.02140 hartree. As for the SMILES: [H]/N=C(\N)NCC.CCC(=O)O. Its orbital gap is 10.0 eV.

Cartesian coordinates (Å):
H (2.73215, 2.13474, 2.08711)
H (2.15532, 0.50255, 2.13376)
N (-2.03264, -0.65262, -2.53241)
H (-1.60075, 2.01624, -1.85879)
N (0.00329, -0.84092, -1.51219)
H (-1.74178, -1.46225, -3.06513)
H (0.88141, -1.09469, 0.43470)
C (-1.14639, -0.00342, -1.70795)
H (1.01754, -3.22838, -1.07561)
O (-1.38728, 1.26480, 1.84383)
O (0.03490, 2.05562, 3.32787)
H (0.31328, -3.45587, 0.61204)
H (0.81363, -0.24972, -1.49700)
H (-1.75388, 0.54668, 1.33766)
H (0.74057, 3.03102, 0.89127)
H (-2.99685, -0.44166, -2.64727)
H (-0.69421, -3.33566, -0.88095)
H (0.47317, 1.50614, 0.13097)
N (-1.04198, 1.24328, -1.52408)
C (0.82880, 1.95239, 1.06102)
H (2.82195, 1.12493, 0.67715)
C (0.21398, -2.99977, -0.38072)
C (0.04236, -1.50584, -0.15172)
H (-0.70199, -1.22510, 0.58848)
C (-0.13714, 1.71688, 2.19668)
C (2.16255, 1.40061, 1.51127)

Cartesian forces, eV/Å:
H -0.13 -0.04 0.04
H -0.64 0.09 -0.01
N -0.59 -1.15 -0.06
H -0.74 -0.92 -0.28
N -0.70 0.05 2.18
H 0.24 0.16 0.64
H 0.40 -0.22 -0.64
C 0.90 0.74 -3.02
H 0.33 0.12 0.34
O -0.82 0.95 1.51
O 0.24 -0.14 -0.05
H 0.15 -0.46 -0.46
H 0.14 0.54 -0.33
H 1.07 -0.26 -0.79
H 0.66 -0.03 0.06
H -0.36 0.70 0.17
H -0.10 -0.33 0.20
H -0.11 -0.06 0.27
N 0.83 0.40 1.55
C -0.67 -0.81 0.38
H -0.25 0.24 -0.10
C -0.95 0.48 0.72
C 1.52 0.01 -0.55
H -1.14 -0.27 -0.65
C -1.09 -0.18 -0.87
C 1.83 0.40 -0.26

=====

Record 3
The following is a DFT calculation (the ωB97M-V functional and the def2-TZVPD basis) of a gas-phase ion, C6H15N4 (charge +1) in a non-equilibrium geometry.

The energy above the lowest of the compared OMol25 structures with the same formula, charge and spin comes out at 40.8 kcal/mol. The total charge is +1. The value obtained for the highest occupied orbital energy is -12.8 eV. Its LUMO energy is -0.10544 hartree. As for the SMILES: N[C@@H]1NCCN2CC[NH2+][C@@H]12. Its orbital gap is 10.0 eV.

Cartesian coordinates (Å):
H (-1.36037, -1.42196, -0.47174)
H (-1.30598, -0.35336, 1.86301)
H (1.20641, 2.29862, 0.83670)
H (0.89993, -2.91724, -0.12297)
H (0.19805, -0.88116, 2.43225)
N (-0.27532, -0.29019, 1.77838)
H (-0.68246, -3.37196, 0.09837)
H (0.86347, 1.32884, 2.86200)
H (-1.51016, 0.23956, -2.28632)
N (0.23357, -1.16683, -1.76893)
H (1.27241, 1.16474, -1.66176)
N (-0.00243, -2.62922, 0.25139)
H (-0.82650, 1.65899, 2.85235)
H (-0.42614, 2.02951, -1.78689)
H (-0.28043, 2.80723, 1.01214)
C (0.03747, 1.11580, 2.29084)
C (0.34358, -0.29589, 0.40416)
H (0.02592, -0.02627, -3.38518)
N (-0.18123, 0.93917, -0.05508)
C (-0.37593, 0.04659, -2.34671)
C (0.20951, 1.91238, 0.89512)
C (0.13660, 1.24316, -1.48159)
H (1.38646, -0.39461, 0.28831)
C (-0.27580, -1.43667, -0.44825)
H (0.19002, -1.89423, -2.48153)

Cartesian forces, eV/Å:
H -0.57 0.95 0.23
H 0.77 -0.62 -0.82
H 1.39 -0.46 -0.37
H 0.07 -0.77 0.59
H -0.06 -1.30 0.24
N 1.51 1.99 1.82
H 0.30 0.23 -0.17
H 2.23 -0.93 1.42
H 1.21 -1.39 -0.40
N -0.43 -0.18 -0.72
H -1.43 1.22 0.39
N 1.47 -1.35 -0.54
H 1.09 -1.78 -0.96
H -0.80 3.03 -0.69
H -2.27 1.81 -0.57
C -3.61 3.10 -2.47
C -4.30 -0.78 -1.60
H -0.69 1.09 0.66
N -0.32 1.16 -1.93
C 0.01 0.52 0.67
C 1.16 -1.46 2.63
C 2.69 -4.50 0.23
H 1.71 -0.19 1.10
C -1.00 0.87 0.45
H -0.16 -0.30 0.80

=====

Record 4
The following is a DFT calculation (the ωB97M-V functional and the def2-TZVPD basis) of 3 unconnected molecules or ions with the total composition C6H15N4 in a non-equilibrium geometry.

The energy above the lowest of the compared OMol25 structures with the same formula, charge and spin comes out at 108.3 kcal/mol. The total charge is +1. The value obtained for the highest occupied orbital energy is -12.9 eV. Its LUMO energy is -0.14678 hartree. Its orbital gap is 8.9 eV.

Cartesian coordinates (Å):
C (1.09283, -0.32897, 2.50028)
C (-0.38570, -0.49185, 2.24003)
H (-2.08319, 0.07120, -1.56237)
H (-0.92374, 0.41038, 2.32406)
N (0.60425, 0.59724, 0.25181)
H (-0.10404, 3.16578, -0.57079)
H (1.79828, -1.13199, 2.91763)
H (1.56630, 2.77482, -1.24960)
C (0.60589, -0.49194, 1.15283)
H (1.41350, 3.83504, 0.02789)
H (-1.90378, -2.88749, -1.69590)
C (-1.19870, 0.25034, -2.34723)
N (-1.06225, -3.01935, -1.14309)
H (-0.53411, -3.84137, -1.42348)
H (0.75181, -1.35745, 0.53033)
H (-1.53475, 0.15417, -3.37840)
H (1.32583, 2.16138, 1.49991)
N (-0.21179, -0.64910, -1.95178)
H (-0.87998, -1.49785, 2.50742)
H (1.34206, 0.62464, 2.93705)
C (0.97631, 1.75793, 0.59223)
H (-1.11000, -2.78342, -0.09396)
N (0.31830, -1.58797, -1.64795)
C (0.97280, 2.90086, -0.35502)
H (-0.83614, 1.36497, -2.06190)

Cartesian forces, eV/Å:
C 1.79 -1.82 2.39
C -0.40 -3.26 1.01
H 1.60 0.28 -1.90
H -0.86 0.64 0.28
N -0.07 1.55 -0.46
H 1.07 -0.21 -0.23
H -1.64 1.00 -0.48
H -0.27 -0.61 -0.56
C 0.16 0.94 -1.79
H -0.26 -0.48 0.52
H -0.04 -0.32 0.62
C -2.27 3.34 3.25
N -0.40 0.12 1.77
H -0.38 0.07 0.57
H 0.38 -0.78 0.72
H 0.37 -0.29 0.08
H 0.41 -0.76 1.97
N 2.24 -1.79 -0.19
H 0.62 1.94 -0.36
H 0.23 0.24 -0.50
C -0.03 0.32 -1.55
H -0.24 -1.10 -2.44
N -0.26 2.27 -1.05
C -1.14 1.46 -0.71
H -0.59 -2.73 -0.96

=====

Record 5
The following is a DFT calculation (the ωB97M-V functional and the def2-TZVPD basis) of a gas-phase ion, C6H15N4O (charge +1) in a non-equilibrium geometry.

The energy above the lowest of the compared OMol25 structures with the same formula, charge and spin comes out at 108.8 kcal/mol. The total charge is +1. The value obtained for the highest occupied orbital energy (alpha / beta) is -12.6 / -12.6 eV. Its LUMO energy (alpha / beta) is -0.27229 / -0.27226 hartree. As for the SMILES: CC[C@H](NC)N(C)C(=O)N=[NH2+]. Its orbital gap (alpha / beta) is 5.2 / 5.2 eV.

Cartesian coordinates (Å):
N (-0.65462, -0.39898, -1.19092)
H (2.77681, 1.66088, -1.71789)
H (1.59960, 0.90962, -2.42448)
H (1.07468, -1.01463, -0.21629)
C (-1.18297, 0.62896, 1.78889)
H (-2.59168, 2.51447, 2.12532)
C (0.19454, -1.20306, 2.21239)
H (2.71812, -0.17962, -1.54640)
N (-0.35880, -0.29255, 1.20306)
O (-1.41868, 0.66242, 2.96915)
C (1.20787, 0.94554, -0.20319)
H (1.97792, 1.15179, 0.54765)
H (-1.77166, -1.83041, -0.40910)
N (-2.21288, 2.61390, 1.20333)
H (-2.04723, 3.34791, 0.55194)
H (0.00653, -2.23805, 2.13563)
H (-1.26521, 0.40335, -1.28888)
H (-0.27883, -1.10402, 3.12545)
H (1.37297, -1.18205, 2.30985)
H (-0.32419, -2.49545, -1.24608)
N (-1.56650, 1.59541, 0.78729)
C (2.06762, 0.85177, -1.49659)
C (-1.23190, -1.67340, -1.26311)
H (0.40283, 1.72176, -0.23291)
H (-1.81843, -1.75270, -2.28704)
C (0.27883, -0.27322, -0.08786)

Cartesian forces, eV/Å:
N 2.29 2.02 0.34
H 0.20 -0.02 1.27
H -1.84 -0.55 -1.33
H -1.03 -1.11 0.73
C 1.29 -1.86 -0.25
H -0.44 0.94 1.36
C 3.35 -0.12 -0.54
H -1.58 2.46 0.40
N -0.18 -0.90 2.55
O -1.39 1.31 -0.25
C -0.37 1.35 -2.04
H -0.89 -0.45 0.70
H -2.15 -1.16 1.96
N 2.68 -4.44 -1.33
H -1.18 1.51 -0.24
H -0.45 -1.40 -1.73
H 0.02 -0.30 -0.05
H -0.43 1.26 1.94
H -2.37 0.57 -0.24
H -2.32 1.87 -0.33
N -0.75 2.44 0.33
C 2.19 -1.82 0.41
C 1.95 -2.40 -3.98
H 1.36 0.46 -0.15
H 1.00 -0.22 2.39
C 1.03 0.58 -1.92

=====

Record 6
The following is a DFT calculation (the ωB97M-V functional and the def2-TZVPD basis) of 2 unconnected molecules or ions with the total composition C6H15N4O2 in a non-equilibrium geometry.

The energy above the lowest of the compared OMol25 structures with the same formula, charge and spin comes out at 111.2 kcal/mol. The total charge is +1. The value obtained for the highest occupied orbital energy is -12.4 eV. Its LUMO energy is -0.10058 hartree. Its orbital gap is 9.6 eV.

Cartesian coordinates (Å):
H (-2.30358, 0.26619, -1.13755)
H (-1.58647, -0.74074, -2.16159)
N (1.49170, 1.61615, 0.17216)
H (-2.11477, -3.59539, 0.88161)
H (-0.40557, 3.42257, 0.54250)
C (-1.14309, -1.79514, 0.98951)
H (0.43792, 0.22520, -1.88512)
C (-0.26723, 0.64810, -1.32577)
N (3.68539, 0.98947, 0.74547)
N (0.01217, -1.97137, 0.40036)
N (-2.20024, -2.60179, 0.91466)
H (1.68501, 2.54646, -0.13134)
H (-1.78444, 2.17059, 0.13998)
O (-0.01793, -2.96620, -0.55792)
H (0.89231, -1.27522, 0.34302)
H (-0.64917, 2.07798, 1.69184)
H (-1.47572, -0.95063, 1.57764)
O (2.08790, -0.58387, 0.20738)
C (-0.80362, 2.32330, 0.52602)
H (-3.14030, -2.36405, 1.22618)
C (2.40761, 0.61779, 0.31993)
H (-1.92494, 0.87898, -2.79119)
C (-1.59988, 0.20208, -1.83480)
H (3.81386, 1.84876, 1.21014)
H (0.64502, -2.62762, -1.14188)
H (4.14566, 0.25842, 1.32194)
C (0.11240, 1.37999, -0.24318)

Cartesian forces, eV/Å:
H -3.28 0.57 2.84
H 0.39 -3.76 -1.39
N -1.16 -1.06 -1.27
H 0.46 -0.57 -0.83
H -0.97 -1.87 -0.67
C -0.69 0.21 0.09
H 3.45 -1.60 -1.91
C -1.46 1.59 2.98
N -0.68 -2.43 -0.01
N -1.86 0.62 0.86
N -0.47 -1.06 -0.16
H 1.25 0.55 0.39
H -0.92 0.52 0.22
O -0.13 -0.37 0.78
H -0.70 -0.15 0.31
H -0.93 0.29 -2.41
H 1.48 0.81 -0.05
O 0.84 0.56 0.09
C 2.60 -0.01 2.74
H 0.80 0.60 0.21
C 0.51 0.57 1.07
H 0.68 -1.53 2.27
C 1.56 5.47 -3.10
H -0.27 1.33 0.14
H 0.87 -0.23 -1.18
H -0.47 0.42 -1.10
C -0.90 0.51 -0.94

=====

Number 1: M 145.2 g/mol, energy -12979.005 eV. Number 2: M 161.2 g/mol, energy -15029.349 eV. Number 3: M 143.2 g/mol, energy -12417.402 eV. Number 4: M 143.2 g/mol, energy -12414.474 eV. Number 5: M 159.2 g/mol, energy -14461.792 eV. Number 6: M 175.2 g/mol, energy -16511.905 eV.